Formula: C30H43BrIN3PTi
Source: the Open Molecules 2025 dataset
Level of theory: the ωB97M-V functional and the def2-TZVPD basis

XYZ file:
```
80
Properties=species:S:1:pos:R:3
Ti -1.3012 -0.5068 -0.1720
C -1.1649 2.4366 2.4469
C -1.6462 1.2097 3.2277
C -1.3638 1.3873 4.7175
P -0.9396 -0.3033 2.4204
C -1.2053 -1.6977 3.5992
C -0.5530 -2.9556 3.0258
C -2.6804 -1.9266 3.9158
C 0.8486 -0.0690 2.4221
C 1.6034 0.0718 3.5887
C 2.9573 0.3540 3.5603
C 3.7658 0.5087 4.8197
C 3.5420 0.5086 2.3014
C 2.8259 0.3496 1.1327
C 1.4577 0.0213 1.1567
N 0.7054 -0.2034 0.0073
C 1.3875 -0.0348 -1.2318
C 2.2390 -1.0422 -1.7153
C 2.3715 -2.3364 -0.9633
C 2.9664 -0.8145 -2.8730
C 2.8650 0.3807 -3.5837
C 3.7181 0.6187 -4.7997
C 1.9612 1.3291 -3.1350
C 1.2181 1.1389 -1.9698
C 0.3024 2.2397 -1.4996
H -1.6973 3.3314 2.7731
H -1.2964 2.3288 1.3660
H -0.0988 2.5939 2.6168
H -2.7321 1.1098 3.0924
H -0.3055 1.5852 4.8872
H -1.6522 0.5194 5.3105
H -1.9202 2.2464 5.0975
H -0.6874 -1.4360 4.5262
H -1.0366 -3.2587 2.0911
H -0.6415 -3.7873 3.7262
H 0.5047 -2.7966 2.8149
H -3.2343 -2.2495 3.0302
H -3.1696 -1.0342 4.3095
H -2.7858 -2.7175 4.6601
H 1.1203 -0.0462 4.5530
H 3.1751 0.2565 5.7001
H 4.1205 1.5343 4.9383
H 4.6430 -0.1395 4.8083
H 4.5967 0.7533 2.2374
H 3.3275 0.4682 0.1810
H 1.3948 -2.8119 -0.8400
H 2.7755 -2.1769 0.0382
H 3.0267 -3.0271 -1.4922
H 3.6523 -1.5813 -3.2198
H 4.7656 0.4030 -4.5864
H 3.6464 1.6520 -5.1374
H 3.4201 -0.0265 -5.6282
H 1.8460 2.2576 -3.6856
H -0.0627 2.8250 -2.3444
H 0.8229 2.9192 -0.8194
H -0.5668 1.8705 -0.9450
N -3.1377 -1.9440 0.1097
C -4.2648 -1.0763 0.5275
C -4.3213 0.1511 -0.3599
N -3.0814 0.9389 -0.1861
H -3.4159 -2.4610 -0.7203
H -2.9526 -2.6428 0.8243
H -4.0803 -0.7688 1.5578
H -5.2195 -1.6053 0.5020
H -5.2134 0.7363 -0.1296
H -4.3812 -0.1473 -1.4093
H -3.1132 1.4457 0.6945
H -3.0128 1.6370 -0.9216
Br -2.7686 1.4893 -3.6794
C -1.3200 0.7979 -4.6862
C -0.8460 1.5805 -5.7277
C 0.1597 1.0951 -6.5491
C 0.6927 -0.1641 -6.3314
C 0.2452 -0.9363 -5.2707
C -0.7625 -0.4517 -4.4524
I -1.4136 -1.7030 -2.9128
H -1.2791 2.5553 -5.9033
H 0.5162 1.7033 -7.3694
H 1.4628 -0.5501 -6.9850
H 0.6756 -1.9095 -5.0803
```

Summary:
HOMO-LUMO gap (alpha / beta) ... 6.85 / 6.88 eV
Multiplicity ... 3
<S²> ... 2.00
Net charge ... +1
Lowest unoccupied orbital energy (alpha / beta) ... -2.58 / -2.65 eV
HOMO level (alpha / beta) ... -9.4256 / -9.5225 eV



Formula: C34H40Cl3N9O9TeZr
Source: the Open Molecules 2025 dataset
Level of theory: the ωB97M-V functional and the def2-TZVPD basis

XYZ file:
```
97
Properties=species:S:1:pos:R:3
Zr 1.0818 0.2078 -0.5308
C 2.4251 0.9149 4.9498
N 1.5301 0.4927 3.8859
C 0.2593 -0.1216 4.2460
C 1.8021 0.6921 2.5843
N 0.9176 0.6169 1.6454
N 3.1271 0.9821 2.2958
C 3.6071 1.4941 1.1090
N 4.8945 1.9426 1.1700
N 2.8762 1.5702 0.0601
H 3.1303 0.1272 5.2326
H 1.8304 1.1654 5.8258
H 2.9697 1.8112 4.6570
H 0.3376 -0.5055 5.2600
H 0.0614 -0.9582 3.5766
H -0.5635 0.5988 4.2072
H -0.0359 0.5479 1.9810
H 3.8093 0.5940 2.9251
H 5.4010 1.8650 2.0346
H 5.4442 1.8352 0.3327
H 3.3095 2.1069 -0.6828
O 0.7404 4.9818 -4.5917
C 0.6764 5.6222 -3.4359
O 0.6422 6.8243 -3.3676
C 0.7254 4.7888 -2.1987
C 0.6339 5.2798 -0.9087
Cl 0.4537 6.8554 -0.3123
N 0.7023 4.2303 -0.0561
N 0.8548 3.0824 -0.7263
C 0.8760 3.3948 -2.0040
C 1.0995 2.2532 -2.9478
O 1.0541 2.4245 -4.1554
O 1.4304 1.1502 -2.3630
C 0.8308 4.2272 1.3708
C -0.2296 3.8055 2.1532
C -0.0588 3.7341 3.5290
C 1.1543 4.0877 4.1034
C 2.2066 4.5184 3.3046
C 2.0473 4.5878 1.9288
H 0.7944 3.9934 -4.4831
H -1.1630 3.5211 1.6851
H -0.8838 3.4130 4.1524
H 1.2772 4.0449 5.1785
H 3.1488 4.8083 3.7518
H 2.8556 4.9161 1.2874
C -6.2769 -2.8251 -2.0789
C -5.1751 -1.8845 -1.6724
C -4.8793 -1.6536 -0.3393
C -3.8566 -0.7886 0.0491
C -3.5854 -0.6188 1.5203
C -3.1188 -0.1159 -0.9316
Te -1.6841 1.3501 -0.3936
C -3.4005 -0.3378 -2.2906
C -2.6414 0.3524 -3.3897
C -4.4186 -1.2212 -2.6319
H -6.7044 -3.3302 -1.2130
H -5.9098 -3.5872 -2.7687
H -7.0817 -2.2893 -2.5860
H -5.4510 -2.1662 0.4282
H -4.2155 -1.2891 2.1066
H -3.7703 0.4076 1.8417
H -2.5390 -0.8375 1.7494
H -1.5755 0.1266 -3.3323
H -2.7398 1.4366 -3.3137
H -3.0143 0.0391 -4.3647
H -4.6303 -1.3915 -3.6829
Cl 5.2244 -2.9766 -0.0033
C 4.6449 -1.9222 -1.2874
Cl 5.7220 -0.5135 -1.5120
C 3.2506 -1.3776 -0.9966
O 2.9728 -0.9854 0.1654
O 2.4432 -1.2638 -1.9372
H 4.6488 -2.4732 -2.2206
C -2.3619 -3.6979 0.6879
C -2.1418 -3.6624 -0.8183
C -0.6602 -3.5537 -1.3002
C -0.6056 -3.8731 -2.7981
C 0.7898 -3.8459 -3.4060
C 0.1232 -4.5723 -0.4896
O 0.1301 -5.7531 -0.7423
N 0.7574 -4.0870 0.6387
C 0.7889 -2.7649 1.0761
O 1.1813 -2.5032 2.1953
N 0.3776 -1.8208 0.1690
C -0.1711 -2.1606 -1.0082
O -0.2662 -1.2222 -1.8227
H -3.4307 -3.7215 0.8957
H -1.9593 -2.8116 1.1838
H -1.9151 -4.5844 1.1417
H -2.6884 -2.8305 -1.2656
H -2.5268 -4.5830 -1.2614
H -1.2569 -3.1586 -3.3056
H -1.0447 -4.8641 -2.9198
H 1.2306 -2.8524 -3.3553
H 0.7463 -4.1429 -4.4542
H 1.4511 -4.5509 -2.8961
H 1.1300 -4.7718 1.2811
```

Summary:
HOMO-LUMO gap ... 6.88 eV
Lowest unoccupied orbital energy ... -0.37 eV
HOMO level ... -7.2489 eV



Formula: C5H10BrN2
Source: the Open Molecules 2025 dataset
Level of theory: the ωB97M-V functional and the def2-TZVPD basis

XYZ file:
```
18
Properties=species:S:1:pos:R:3
C 2.7275 -1.4031 0.1557
C 1.3906 -1.1511 -0.4254
N 0.6543 -0.2059 -0.0549
C -0.5704 -0.0070 -0.6290
N -0.8819 1.4984 -0.5747
C -1.4404 1.4446 0.8152
C -1.8901 0.0494 0.6341
Br -3.6459 -0.3830 -0.1042
H 3.1053 -2.4336 0.1876
H 3.4178 -0.8617 -0.4732
H 2.9586 -0.9478 1.1695
H 1.0321 -1.7565 -1.2397
H -0.7460 -0.5327 -1.5573
H -1.6239 1.6188 -1.2206
H 0.0364 1.9731 -0.7388
H -2.2614 2.0971 1.1194
H -0.6174 1.5442 1.4771
H -1.6451 -0.5429 1.4593
```

Summary:
HOMO-LUMO gap ... 10.34 eV
Net charge ... +1
Lowest unoccupied orbital energy ... -3.52 eV
HOMO level ... -13.8601 eV



Formula: C5H8N2
Source: the Open Molecules 2025 dataset
Level of theory: the ωB97M-V functional and the def2-TZVPD basis

XYZ file:
```
15
Properties=species:S:1:pos:R:3
C 0.3768 0.9565 -1.4791
C -0.1173 -0.1596 -0.9531
C -1.2692 0.1241 -0.0197
C -1.0424 0.8658 1.2182
N -0.9163 1.5705 2.1287
H 0.2892 1.8744 -0.8930
H 0.8038 1.0241 -2.4625
H -0.1167 -1.1335 -1.4278
H -1.6680 0.8647 -0.7185
H -1.9720 -0.7013 0.0837
C 1.3256 -1.0447 0.5888
N 0.3880 -1.5491 1.2911
H 1.8128 -0.0840 0.7780
H 1.7712 -1.6389 -0.2072
H 0.1823 -0.9334 2.0798
```

Summary:
HOMO-LUMO gap ... 10.12 eV
Lowest unoccupied orbital energy ... 0.42 eV
HOMO level ... -9.6936 eV



Formula: C48H52AsF5IIrN2OPS2Si2Te
Source: the Open Molecules 2025 dataset
Level of theory: the ωB97M-V functional and the def2-TZVPD basis

XYZ file:
```
117
Properties=species:S:1:pos:R:3
Ir 0.0230 0.0967 0.0570
C -1.9489 -1.6972 3.2983
C -3.2205 -0.9815 3.0010
C -4.1931 -0.8685 3.9875
C -5.3895 -0.2157 3.7553
C -5.6247 0.3595 2.5191
C -4.6604 0.2726 1.5325
C -3.4554 -0.3968 1.7477
P -2.2660 -0.5571 0.3412
C -3.0113 0.5984 -0.8687
C -2.3412 1.9398 -0.6142
C -2.9290 3.0908 -1.3551
C -3.8078 2.8896 -2.3612
C -4.2702 1.5996 -2.6576
C -3.9107 0.4696 -1.9014
C -4.6234 -0.8019 -2.2563
C -2.5278 -2.3389 -0.0231
C -3.8481 -2.7982 -0.0342
C -4.1731 -4.0777 -0.4336
C -3.1613 -4.9384 -0.8279
C -1.8499 -4.5211 -0.7343
C -1.4922 -3.2378 -0.3078
C -0.0059 -2.9893 -0.2124
H -1.9286 -2.0406 4.3288
H -1.1033 -1.0125 3.1442
H -1.8247 -2.5570 2.6430
H -4.0108 -1.3121 4.9563
H -6.1341 -0.1570 4.5336
H -6.5555 0.8703 2.3209
H -4.8497 0.7410 0.5777
H -2.4092 2.1500 0.4762
H -2.5156 4.0590 -1.1268
H -4.1605 3.7245 -2.9490
H -4.9388 1.4720 -3.4954
H -4.8646 -0.8146 -3.3174
H -5.5594 -0.8499 -1.6985
H -4.0479 -1.6872 -2.0167
H -4.6329 -2.1234 0.2690
H -5.2027 -4.3959 -0.4592
H -3.3908 -5.9287 -1.1937
H -1.0615 -5.2079 -1.0076
H 0.3966 -2.8753 -1.2214
H 0.4321 -3.9180 0.1721
S -2.0227 -2.1996 -6.6891
C -3.3654 -3.2615 -6.6149
C -3.6675 -3.6277 -5.3417
C -2.8045 -3.0505 -4.3934
C -1.8517 -2.2401 -4.9563
C -0.7920 -1.5234 -4.2910
C -0.8893 -1.2391 -2.9173
N 0.0658 -0.6786 -2.2250
C 1.2053 -0.3098 -2.8296
C 1.3923 -0.5004 -4.2235
C 2.5970 -0.0546 -4.8337
C 3.5489 0.5727 -4.1016
C 3.3825 0.7991 -2.7066
C 4.3199 1.5033 -1.9499
C 4.0912 1.7356 -0.5988
C 2.9151 1.1979 -0.0441
N 2.0480 0.4691 -0.7284
C 2.2209 0.3172 -2.0524
C 5.0394 2.4561 0.2105
C 4.9208 2.9025 1.5012
C 6.0837 3.5368 1.9723
C 7.0809 3.5676 1.0483
S 6.6173 2.8346 -0.4269
C 0.3679 -1.1212 -4.9412
H -3.8461 -3.5626 -7.5220
H -4.4716 -4.2915 -5.0811
H -2.8572 -3.2562 -3.3387
H -1.7869 -1.4917 -2.3733
H 2.7252 -0.2135 -5.8942
H 4.4502 0.9486 -4.5633
H 5.2171 1.8775 -2.4223
H 2.7378 1.2929 1.0196
H 4.0225 2.8204 2.0815
H 6.1807 3.9576 2.9558
H 8.0656 3.9825 1.1355
H 0.4863 -1.3028 -6.0003
I 2.4150 -4.3854 2.5435
C 0.5224 -1.8590 0.6687
H 0.2199 -2.0612 1.7007
H 1.6163 -1.9377 0.6358
F -0.0792 4.4443 -0.8418
Te 0.6566 2.8582 -0.0405
F 1.1790 2.7092 -1.9872
F 1.6496 3.1609 2.0293
F 2.2946 4.0480 -0.1989
F -0.7855 3.6133 1.2369
O -0.9918 1.8480 -0.9673
C 1.3367 -0.8680 5.0408
Si 2.0640 0.5173 3.9228
C 3.5415 -0.3170 3.0279
C 2.6931 2.0336 4.9184
As 0.1961 1.1346 2.4885
Si -1.0072 2.8142 3.8089
C -1.1923 1.8037 5.4407
C -2.8109 3.0052 3.1916
C -0.1783 4.4972 4.1691
H 2.0223 -1.1382 5.8368
H 1.1661 -1.7596 4.4445
H 0.3930 -0.5810 5.4924
H 4.1275 -0.8793 3.7480
H 4.2136 0.3871 2.5493
H 3.1996 -1.0241 2.2790
H 3.6635 1.8413 5.3657
H 2.0073 2.3062 5.7143
H 2.7902 2.8944 4.2639
H -1.6037 0.8228 5.2154
H -1.8687 2.2984 6.1275
H -0.2434 1.6673 5.9476
H -3.1965 2.0662 2.8068
H -2.8850 3.7504 2.4097
H -3.4621 3.3137 4.0019
H 0.7234 4.3865 4.7633
H -0.8655 5.1454 4.7063
H 0.0978 4.9876 3.2418
```

Summary:
HOMO-LUMO gap ... 3.27 eV
Multiplicity ... 2
<S²> ... 0.79
Lowest unoccupied orbital energy ... -2.97 eV
HOMO level ... -6.2409 eV



Formula: C4H9As2Cl6F12OY
Source: the Open Molecules 2025 dataset
Level of theory: the ωB97M-V functional and the def2-TZVPD basis

XYZ file:
```
35
Properties=species:S:1:pos:R:3
Y -2.4515 3.4781 0.2764
C -2.3301 3.5870 -4.4557
O -3.3215 3.8228 -3.5404
H -2.5642 2.6909 -5.0305
H -2.3009 4.4220 -5.1557
H -1.3663 3.4145 -3.9767
As -8.2042 2.0711 0.3767
F -6.3594 2.0112 0.4931
F -7.8466 2.7011 -1.2774
F -9.9685 2.1808 0.2056
F -8.3387 1.3857 2.0811
F -8.0980 3.7839 1.0597
F -8.1682 0.4161 -0.3006
As 0.8633 -0.0526 0.2092
F 0.7828 1.7264 -0.1413
F -0.9335 0.1433 -0.0914
F 0.6707 -1.7446 0.7625
F 2.6163 -0.0192 0.6891
F 0.3863 0.4883 1.8601
F 1.2402 -0.5162 -1.4484
C 1.8343 -0.2902 7.2117
Cl 0.7857 1.1509 7.2815
Cl 3.5100 0.2895 6.6604
H 1.9382 -0.7125 8.2112
H 1.3697 -1.0072 6.5347
C 8.2742 -1.2031 -1.1265
Cl 9.4248 -0.0095 -0.3111
Cl 9.1859 -2.5785 -1.9098
H 7.5069 -1.5476 -0.4331
H 7.8024 -0.6442 -1.9346
C 2.7990 -5.7989 -2.6271
Cl 1.6041 -7.0543 -3.0847
Cl 3.7876 -6.1370 -1.1827
H 3.5620 -5.6135 -3.3831
H 2.3071 -4.8343 -2.5022
```

Summary:
HOMO-LUMO gap ... 3.63 eV
Lowest unoccupied orbital energy ... -7.15 eV
HOMO level ... -10.7795 eV



Formula: C4H8O2
Source: the Open Molecules 2025 dataset
Level of theory: the ωB97M-V functional and the def2-TZVPD basis

XYZ file:
```
14
Properties=species:S:1:pos:R:3
C -2.5343 1.1136 -0.6441
C -0.6887 -1.0088 0.1978
C 0.4016 -0.0087 -0.0310
O 0.1546 1.1669 -0.2506
C 1.8365 -0.4910 0.0438
O 2.7644 0.5375 -0.0973
H -2.7358 1.2997 0.4361
H -1.5521 -0.7269 -0.4231
H -2.1050 2.0735 -0.9800
H -0.3770 -2.0342 -0.0120
H -0.9989 -0.9400 1.2479
H 1.9630 -1.0089 1.0088
H 1.9662 -1.2587 -0.7380
H 2.2480 1.3440 -0.2582
```

Summary:
HOMO-LUMO gap (alpha / beta) ... 8.72 / 8.70 eV
Lowest unoccupied orbital energy (alpha / beta) ... -0.63 / -0.63 eV
HOMO level (alpha / beta) ... -9.3450 / -9.3273 eV



Formula: C3H4NP
Source: the Open Molecules 2025 dataset
Level of theory: the ωB97M-V functional and the def2-TZVPD basis

XYZ file:
```
9
Properties=species:S:1:pos:R:3
C 1.2793 -0.9055 -0.2576
C -0.1705 1.4966 0.3082
C -1.6420 -0.2395 -0.4776
N -1.1029 0.6726 0.0756
P 1.4314 0.6341 0.2600
H 2.1087 -1.5870 -0.2143
H -0.2111 2.4176 0.7005
H -1.9290 -1.1765 -0.0763
H 0.2361 -1.3123 -0.3184
```

Summary:
HOMO-LUMO gap ... 8.41 eV
Lowest unoccupied orbital energy ... 0.02 eV
HOMO level ... -8.3897 eV